Entry from the OMol25 dataset: C37H19ClF4N7O2PRbS as an isolated structure (wB97M-V/def2-TZVPD).

Properties
Electronic energy = -3578.507142 Eh
Net charge = -1
LUMO energy = -0.9 eV
Highest occupied orbital energy = -5.7 eV
Energy above the lowest of the compared OMol25 structures with the same formula, charge and spin = 5.43 kcal/mol

Last column: Löwdin charge in e.
Positions of all 73 atoms, in Å:
Rb  -0.910624  -0.444886  -0.062645  0.83
N  -2.286619  0.718755  -4.041021  -0.14
P  -1.784815  1.617051  -2.653122  1.02
C  -2.367934  3.250298  -3.228274  -0.37
C  -3.360552  3.876571  -2.476930  -0.10
C  -3.863620  5.110383  -2.869239  -0.08
C  -3.376656  5.723662  -4.013550  -0.09
C  -2.382158  5.108874  -4.764994  -0.09
C  -1.876826  3.879903  -4.371715  -0.09
C  0.019236  1.754184  -2.913717  -0.39
C  0.757981  2.343200  -1.889709  -0.12
C  2.140751  2.423992  -1.975757  -0.08
C  2.796691  1.905166  -3.082622  -0.08
C  2.067667  1.302290  -4.098901  -0.08
C  0.684642  1.221567  -4.014627  -0.09
C  -2.301413  -0.660798  -4.061411  -0.40
C  -3.024663  -1.351753  -5.046084  -0.02
C  -2.973910  -2.725829  -5.052676  -0.08
C  -2.214411  -3.387298  -4.091104  -0.07
C  -1.543383  -2.618799  -3.164331  -0.13
N  -1.570008  -1.281472  -3.137593  0.08
H  -2.895183  1.178091  -4.699782  0.10
H  -3.732085  3.393081  -1.580952  0.10
H  -4.631958  5.591699  -2.278140  0.10
H  -3.766302  6.686685  -4.318353  0.10
H  -1.996159  5.596321  -5.651418  0.10
H  -1.083512  3.407914  -4.940822  0.10
H  0.261670  2.722770  -1.002025  0.10
H  2.700332  2.869794  -1.163934  0.11
H  3.876279  1.952554  -3.144640  0.10
H  2.577309  0.877829  -4.954889  0.10
H  0.120024  0.732466  -4.798755  0.10
H  -3.608825  -0.805116  -5.775422  0.11
H  -3.524319  -3.284791  -5.798921  0.11
H  -2.152515  -4.465047  -4.059249  0.10
H  -0.945443  -3.090595  -2.391743  0.11
S  2.263325  -2.405016  0.312014  0.66
C  1.947906  -3.953959  0.827733  -0.86
N  1.734607  -5.039857  1.174672  0.05
Cl  -6.287651  -1.202234  7.005963  0.61
C  -5.362454  -1.049545  5.529257  -0.68
C  -4.772347  -2.175690  4.980588  -0.11
C  -4.045712  -2.043001  3.805955  -0.01
C  -3.906847  -0.804544  3.193686  -0.13
C  -4.499535  0.311094  3.769750  -0.02
C  -5.236448  0.197618  4.940039  -0.11
C  -3.102944  -0.671660  1.906683  -0.73
O  -2.903965  0.492632  1.477005  -0.18
O  -2.688751  -1.731097  1.381746  -0.19
H  -4.878363  -3.135246  5.467922  0.10
H  -3.561422  -2.891876  3.341144  0.12
H  -4.367704  1.267395  3.280825  0.11
H  -5.705517  1.058469  5.397182  0.10
F  3.284075  -3.160470  4.441573  0.14
C  4.150774  -2.282865  3.951467  -0.14
C  5.455201  -2.404884  4.311260  -0.14
F  5.784169  -3.393699  5.141721  0.12
C  6.477494  -1.525529  3.848897  -0.03
C  6.015476  -0.513229  2.957828  -0.14
C  4.713365  -0.394374  2.599135  -0.14
F  4.387725  0.573830  1.741586  0.12
C  3.693098  -1.256537  3.081558  -0.07
C  2.358408  -1.151515  2.647731  -0.23
C  1.862355  -0.007531  1.933638  -0.25
N  1.318732  0.786215  1.304677  0.15
C  1.293028  -1.907650  3.241226  -0.20
N  0.411340  -2.500724  3.679610  0.25
F  6.887174  0.358540  2.449750  0.12
C  7.815680  -1.642823  4.235082  -0.16
C  8.297802  -2.648965  5.123149  -0.21
N  8.768499  -3.419421  5.837526  0.16
C  8.842910  -0.760550  3.787785  -0.21
N  9.727828  -0.100020  3.461701  0.16

Atomic forces in eV per Å
0.33 -0.16 -0.48
-0.14 0.01 -0.10
0.01 -0.07 0.13
-0.06 0.05 0.03
0.03 -0.02 -0.05
0.00 0.01 -0.01
-0.02 -0.01 0.03
0.01 0.00 -0.01
0.02 -0.01 0.02
0.01 -0.01 -0.10
0.10 -0.03 0.02
-0.06 0.00 0.02
0.01 -0.01 -0.02
-0.02 -0.01 -0.01
0.04 0.07 0.04
0.06 -0.05 -0.05
0.00 0.02 0.01
0.02 -0.01 0.01
-0.02 -0.01 -0.03
0.07 0.03 0.15
-0.12 0.07 -0.05
0.06 0.01 -0.02
0.00 0.00 0.00
0.00 0.00 0.00
0.00 0.00 0.00
0.01 -0.01 0.00
0.00 0.02 -0.01
-0.04 0.00 -0.02
0.02 0.00 -0.01
0.00 0.00 0.00
0.01 0.01 0.01
-0.01 0.00 0.01
0.00 0.00 0.00
0.00 0.00 0.00
0.01 0.00 0.01
0.00 -0.01 -0.01
-0.04 0.36 0.08
-0.05 -0.27 0.09
0.03 0.08 0.01
0.00 -0.01 0.01
0.00 0.01 -0.01
0.02 0.01 -0.03
0.02 0.00 -0.01
0.02 0.01 -0.03
-0.03 0.01 0.03
0.02 -0.02 -0.01
-0.10 0.07 0.05
-0.17 0.11 0.16
-0.25 -0.23 0.20
-0.01 0.00 0.01
-0.03 -0.02 0.03
0.00 0.00 0.01
0.00 0.00 -0.01
0.03 0.09 -0.06
0.40 -0.31 0.30
-0.55 -0.14 -0.02
0.03 -0.03 0.03
1.02 -0.10 0.30
-0.49 0.22 -0.26
0.53 0.21 -0.07
-0.04 -0.05 0.05
-1.10 0.20 -0.25
0.93 -0.24 0.18
-0.24 -0.07 -0.41
0.33 0.31 0.33
-0.08 -0.30 -0.05
0.06 0.14 0.03
0.05 0.01 -0.01
-0.72 0.07 -0.20
0.03 -0.10 0.12
-0.01 0.02 -0.04
0.11 0.06 -0.11
-0.04 -0.01 0.04

=====

Entry from the OMol25 dataset: C37H24BaN14O3S3 as an isolated structure (wB97M-V/def2-TZVPD).

Properties
Electronic energy = -3636.925618 Eh
Net charge = -2
LUMO energy = 3.0 eV
Highest occupied orbital energy = -1.9 eV
Energy above the lowest of the compared OMol25 structures with the same formula, charge and spin = 45.17 kcal/mol

Last column: Löwdin charge in e.
Positions of all 82 atoms, in Å:
Ba  -0.096300  -0.147900  0.420400  1.69
O  -1.128800  1.864500  0.127000  -0.53
N  -2.368900  1.962300  0.485500  -0.27
C  -2.688100  1.895500  1.777900  -0.06
C  -3.988400  1.908100  2.221400  -0.07
C  -5.014100  2.006200  1.285100  -0.09
C  -4.684000  2.119700  -0.042100  -0.12
C  -3.344500  2.118800  -0.456300  -0.72
S  -2.909100  2.353500  -2.063500  0.63
H  -1.845500  1.815100  2.445500  0.09
H  -4.188100  1.818100  3.277100  0.10
H  -6.048100  1.992300  1.597200  0.10
H  -5.435300  2.203100  -0.814500  0.09
C  2.047000  -4.759400  -3.307200  -0.09
N  1.364100  -4.223600  -2.158700  -0.13
C  0.833600  -3.005700  -1.963000  -0.15
N  0.320800  -2.935600  -0.758900  0.02
C  0.560200  -4.152600  -0.235600  -0.21
N  1.190500  -4.959700  -1.053400  0.11
C  1.107800  -5.532000  -4.201400  -0.19
C  1.131500  -6.921300  -4.246800  -0.03
C  0.264000  -7.608300  -5.086000  -0.07
C  -0.639400  -6.927200  -5.876000  -0.02
C  -0.685100  -5.532400  -5.817500  -0.14
C  0.196000  -4.845000  -4.979600  0.04
C  -1.633600  -4.772300  -6.584300  -0.28
N  -2.439400  -5.155700  -7.538900  0.10
N  -3.123100  -4.075200  -7.940400  0.09
C  -2.718000  -3.066600  -7.216600  -0.28
O  -1.755900  -3.445400  -6.341600  0.13
C  -3.140400  -1.691200  -7.230400  -0.14
C  -4.027200  -1.199600  -8.188200  -0.03
C  -4.395700  0.131200  -8.146400  -0.08
C  -3.886600  0.973600  -7.170600  -0.03
C  -3.001600  0.492400  -6.209400  -0.17
C  -2.479800  1.413100  -5.140200  -0.13
N  -1.235300  0.980300  -4.579400  -0.15
C  -1.014300  0.164200  -3.541900  -0.20
N  0.281900  0.020600  -3.352400  0.07
C  0.821900  0.792700  -4.315600  -0.23
N  -0.063500  1.381000  -5.083100  0.10
C  -2.641600  -0.841300  -6.241700  0.05
H  2.842500  -5.416100  -2.944900  0.13
H  2.484400  -3.919600  -3.855200  0.13
H  0.837200  -2.206600  -2.676100  0.09
H  0.281900  -4.432100  0.759500  0.11
H  1.822000  -7.463900  -3.618600  0.11
H  0.293600  -8.688600  -5.109900  0.10
H  -1.323600  -7.446300  -6.529500  0.11
H  0.155100  -3.766800  -4.945100  0.12
H  -4.406300  -1.868000  -8.943800  0.11
H  -5.082400  0.525000  -8.882800  0.10
H  -4.179300  2.012900  -7.139200  0.11
H  -3.203300  1.480900  -4.318500  0.04
H  -2.328200  2.416400  -5.544600  0.13
H  -1.783800  -0.302700  -2.964300  0.11
H  1.878600  0.914800  -4.454100  0.10
H  -1.977700  -1.246000  -5.492900  0.12
S  2.299800  -1.611000  1.610600  0.35
C  1.501900  -2.242000  2.997200  -0.78
C  1.828400  -3.545000  3.366400  -0.11
C  1.327800  -4.148200  4.515900  -0.22
C  1.757400  -5.431700  4.880300  -0.22
N  2.135700  -6.481900  5.166000  0.13
C  0.410000  -3.430700  5.319900  -0.22
C  0.045400  -2.145400  4.935400  -0.11
C  0.582900  -1.516200  3.812200  -0.78
S  0.142200  0.119700  3.542600  0.44
C  -0.092000  -3.970400  6.512800  -0.22
N  -0.506100  -4.379400  7.506900  0.13
H  2.529000  -4.087100  2.745900  0.10
H  -0.646800  -1.587700  5.553500  0.10
N  -3.001800  -1.566100  3.097400  0.19
C  -2.796200  -1.659000  1.744800  -0.49
O  -1.912800  -0.938200  1.225500  -0.49
C  -3.628400  -2.528000  1.002200  -0.22
C  -3.456700  -2.603800  -0.375600  -0.25
N  -3.316900  -2.666700  -1.520600  0.12
C  -4.585400  -3.311600  1.630200  -0.27
N  -5.371800  -3.943700  2.196900  0.11
H  -2.257600  -1.122200  3.617400  0.05
H  -3.551300  -2.274300  3.558000  0.09

Atomic forces in eV per Å
4.64 -0.70 -1.57
0.04 2.09 -0.32
-1.35 0.32 -0.05
-0.24 -0.01 1.09
0.16 0.02 0.01
0.03 -0.02 -0.14
-0.19 -0.11 0.51
-0.11 0.23 -0.66
0.08 0.14 -0.66
0.10 -0.11 0.08
0.07 -0.01 0.07
-0.09 0.00 0.03
0.07 0.02 0.02
-0.01 -0.18 -0.13
0.06 0.51 0.21
-0.03 -0.15 0.12
-0.40 0.64 -0.14
0.11 -0.04 -0.20
0.13 -0.88 0.24
0.19 -0.19 0.01
-0.07 0.20 -0.09
0.10 -0.10 0.07
-0.13 0.34 -0.08
0.65 -0.22 0.64
-0.24 -0.24 -0.27
-0.83 0.10 -0.94
1.23 -1.01 0.97
-0.61 1.71 -0.07
-0.04 -1.06 -0.47
-0.22 -0.23 -0.17
-0.13 0.85 0.20
0.21 -0.26 0.14
-0.05 0.10 0.00
0.12 -0.13 0.16
-0.04 0.05 -0.21
-0.45 0.19 -0.06
0.21 -0.35 0.43
0.10 0.02 -0.01
0.07 -0.43 0.50
-0.22 0.07 -0.15
0.43 0.51 -0.64
-0.11 -0.16 -0.21
-0.05 0.20 -0.03
0.01 -0.12 0.08
0.08 0.22 -0.30
-0.03 -0.10 0.25
0.08 -0.05 0.07
-0.02 -0.05 -0.02
-0.06 -0.07 -0.04
0.01 0.13 0.06
-0.07 -0.07 -0.11
-0.04 -0.01 -0.05
-0.03 0.13 -0.05
0.10 0.04 -0.08
-0.01 -0.10 0.10
-0.38 -0.07 0.16
0.17 0.08 -0.05
0.07 0.03 0.03
0.69 0.23 -0.23
0.09 -0.06 -0.03
-0.12 -0.38 0.43
-0.57 1.15 -0.12
0.35 -1.03 0.24
0.01 -0.06 0.02
0.59 0.22 -1.05
0.13 -0.38 0.15
0.00 -0.13 0.17
-0.19 0.82 -0.04
-0.40 -0.38 0.86
-0.04 -0.06 0.08
0.02 -0.02 0.02
0.03 0.00 0.02
0.15 -0.08 -0.53
-0.89 -0.28 1.41
-3.18 -1.43 0.87
0.60 0.46 0.15
0.07 -0.05 -0.90
0.08 0.06 -0.20
-0.69 -0.53 0.45
-0.03 -0.01 0.03
0.16 0.16 0.00
0.06 0.04 -0.07

=====

Entry from the OMol25 dataset: C37H24Cl3GeKN10O as an isolated structure (wB97M-V/def2-TZVPD).

Properties
Electronic energy = -6104.798641 Eh
Net charge = -1
LUMO energy (spin up / spin down) = 1.4 / 1.3 eV
Multiplicity = 2
Highest occupied orbital energy (spin up / spin down) = -4.6 / -5.2 eV
Energy above the lowest of the compared OMol25 structures with the same formula, charge and spin = 0.00 kcal/mol

Last column: Löwdin charge in e.
Positions of all 77 atoms, in Å:
K  -0.363359  -0.358236  1.685233  0.57
C  3.491435  -2.448322  6.159422  -0.09
C  3.824354  -1.101532  6.279971  -0.09
C  3.559235  -0.198436  5.254776  -0.01
C  2.962307  -0.694636  4.113240  -0.10
C  2.519864  -0.033371  2.850224  -0.29
N  1.980586  -1.031991  2.012170  0.06
C  1.982832  -2.176214  2.662168  -0.30
N  1.536060  -3.384845  2.271661  0.18
C  0.607677  -3.572089  1.351959  -0.28
C  0.375472  -4.926384  0.761202  -0.09
C  1.005692  -6.138763  0.945897  -0.01
C  0.532712  -7.223356  0.209694  -0.09
C  -0.523999  -7.080644  -0.683886  -0.09
C  -1.143483  -5.848326  -0.876961  -0.02
C  -0.681046  -4.783039  -0.132524  -0.09
C  -1.022340  -3.332243  -0.120638  -0.28
N  -1.841043  -2.761942  -0.940572  0.20
C  -1.708563  -1.391239  -1.071758  -0.28
N  -0.484690  -0.937073  -1.300136  0.21
C  -0.250600  0.366598  -1.251982  -0.43
N  1.031599  0.759740  -1.517605  0.19
C  1.648102  1.337627  -0.550818  -0.43
N  1.132820  1.610472  0.698506  -0.18
C  2.231979  2.022279  1.552410  -0.77
N  2.615768  1.224818  2.697112  0.15
C  3.420826  2.177439  0.639636  -0.17
C  4.709167  2.604449  0.910203  -0.02
C  5.610785  2.612907  -0.141628  -0.08
C  5.238493  2.191312  -1.420844  -0.08
C  3.951129  1.746798  -1.675624  0.00
C  3.055619  1.756024  -0.618761  -0.11
C  -2.473919  0.850193  -0.874170  -0.24
C  -3.523516  1.888603  -0.627031  -0.32
C  -4.891044  1.420403  -0.998484  -0.04
C  -5.177487  0.092471  -1.148980  -0.11
C  -4.184200  -0.890635  -1.094892  -0.01
C  -2.812264  -0.492473  -1.025774  -0.10
N  -0.266969  -2.713721  0.839597  0.06
C  2.628928  -2.034200  3.994772  -0.11
C  2.879873  -2.937083  5.008747  -0.02
H  3.710077  -3.122706  6.978327  0.10
H  4.292207  -0.753501  7.192833  0.10
H  3.801399  0.852595  5.341014  0.11
H  1.834725  -6.230842  1.634688  0.11
H  0.997644  -8.194492  0.327803  0.10
H  -0.863411  -7.944541  -1.242190  0.10
H  -1.952552  -5.725121  -1.584770  0.11
H  4.991237  2.934512  1.901286  0.11
H  6.625575  2.952914  0.026012  0.10
H  5.970505  2.213242  -2.218563  0.10
H  3.638490  1.410770  -2.654916  0.12
H  -3.527002  2.010759  0.474734  0.05
H  -5.679105  2.162137  -1.038582  0.11
H  -6.205651  -0.207171  -1.317519  0.10
H  -4.410694  -1.943421  -1.177281  0.10
H  2.607318  -3.978440  4.900670  0.11
Cl  0.509728  4.063585  -1.434968  -0.02
Ge  -0.563409  2.953247  0.352172  0.75
Cl  1.821461  3.650102  2.273646  0.62
Cl  -2.268388  1.429650  2.460360  -0.30
N  -1.188653  1.277586  -0.901376  0.01
C  -3.139216  3.267298  -1.181780  -0.03
N  -2.913009  3.321412  -2.462888  -0.13
C  -2.937495  2.263245  -3.490294  -0.09
C  -3.816123  2.704014  -4.652259  -0.19
O  -3.392422  3.935814  -5.201727  -0.13
C  -3.390081  4.951172  -4.211319  -0.19
C  -2.476296  4.591455  -3.054449  -0.16
H  -3.313553  1.334453  -3.073068  0.11
H  -1.907578  2.112508  -3.827262  0.14
H  -4.857407  2.785892  -4.308931  0.13
H  -3.771435  1.969073  -5.455965  0.13
H  -4.413304  5.109108  -3.840674  0.13
H  -3.050876  5.864811  -4.698849  0.12
H  -2.502356  5.334356  -2.262345  0.12
H  -1.445141  4.473187  -3.397103  0.08

Atomic forces in eV per Å
-0.79 0.26 0.24
0.01 -0.05 0.03
0.02 0.01 0.05
-0.03 -0.04 -0.07
0.11 0.07 0.18
-0.04 -0.29 -0.18
0.43 0.08 -0.24
0.04 -0.12 0.00
-0.02 0.11 -0.03
0.04 -0.20 -0.19
-0.07 -0.08 -0.04
-0.07 0.06 -0.03
0.02 -0.04 0.00
0.01 -0.07 -0.01
0.03 0.08 0.05
-0.01 -0.14 -0.03
0.12 -0.25 -0.06
0.04 0.05 0.09
-0.05 0.01 0.00
0.02 0.01 -0.24
-0.07 -0.15 0.01
0.05 0.08 0.11
0.15 -0.03 0.12
-0.08 0.33 -0.45
0.06 -0.16 0.19
-0.12 -0.02 0.02
0.17 0.00 -0.10
-0.09 0.01 0.04
0.08 -0.01 -0.08
0.02 0.00 0.00
-0.01 0.03 0.08
0.03 -0.09 -0.07
0.20 0.07 0.03
0.07 0.07 -0.01
-0.10 -0.06 -0.03
-0.13 0.08 -0.03
0.14 -0.03 0.00
0.09 -0.15 0.04
0.12 0.07 0.02
0.05 0.08 0.08
0.00 0.05 -0.04
0.00 0.00 0.00
0.00 0.00 -0.01
-0.01 0.01 -0.01
0.01 0.00 0.01
-0.01 0.00 0.00
0.00 0.01 0.00
-0.01 0.01 0.00
-0.01 -0.01 0.01
-0.01 0.00 0.01
-0.01 0.00 0.00
0.00 -0.01 0.00
0.06 0.01 -0.06
0.02 0.00 0.01
0.01 -0.01 0.00
-0.03 0.01 0.00
0.00 -0.01 0.01
-0.03 -0.03 0.03
0.19 0.03 0.08
-0.03 0.20 0.09
-0.43 0.40 0.25
0.03 -0.23 0.02
-0.15 0.07 0.00
0.09 -0.03 0.03
0.03 0.04 0.04
0.00 -0.02 0.02
0.00 -0.01 -0.03
0.02 0.02 0.05
-0.07 -0.01 -0.05
-0.07 -0.03 0.01
-0.01 -0.02 -0.01
0.02 0.00 0.01
0.00 0.00 0.02
0.01 -0.01 0.00
0.01 -0.02 0.01
0.00 0.03 -0.01
-0.05 0.01 0.00

=====

Number 1: F_max 1.1 eV/Å. Number 2: F_max 5.0 eV/Å. Number 3: F_max 0.9 eV/Å.